C4H10NO | ωB97M-V with the def2-TZVPD basis set

2S+1 = 1
total charge = +1
ΔE to the lowest compared entry with this formula, charge and spin = 1.3709 eV
electronic energy = -288.11271 hartree

```
16
C4H10NO (ωB97M-V with the def2-TZVPD basis set)
O -2.495 0.206 -1.263
C -3.038 0.746 -0.298
H -4.087 1.099 -0.351
H -2.511 0.874 0.652
C 2.377 0.025 0.143
C 0.909 -0.219 0.311
C 0.218 -0.278 1.473
N 0.231 -0.493 -0.987
H 2.858 0.226 1.137
H 2.860 -0.820 -0.348
H 2.571 0.907 -0.479
H -0.834 -0.551 1.507
H 0.750 -0.073 2.397
H 0.339 -1.470 -1.239
H 0.640 0.088 -1.687
H -0.788 -0.268 -0.968
```

natural (NBO) population analysis, charges in e, atoms 1 to 6: atom 1 (O): -0.55, atom 2 (C): 0.32, atom 3 (H): 0.16, atom 4 (H): 0.13, atom 5 (C): -0.68, atom 6 (C): 0.14